Entry from the OMol25 dataset: a 3-piece molecular cluster, C3H9NO2S overall (ωB97M-V with the def2-TZVPD basis set).

The geometry in XYZ format:
```
16
Properties=species:S:1:pos:R:3:mulliken_charge:R:1
C 2.0465 -1.4573 0.0812 -0.929
C 1.9275 0.3579 1.6704 -1.262
C 1.8864 0.0084 0.2656 0.865
N 1.8753 0.7713 -0.7421 -0.693
O 5.8865 0.2524 1.1896 -0.433
O 6.4319 -0.0562 -1.1673 -0.410
S 5.3925 -0.0220 -0.1435 0.783
H 1.3745 -2.1078 0.7992 0.301
H 1.8563 -1.8741 -0.8844 0.346
H 3.1147 -1.6793 0.2819 0.142
H 1.6773 1.4047 1.8914 0.365
H 2.9146 0.1858 2.1552 0.260
H 1.2480 -0.1756 2.2594 0.402
H 4.1919 1.1867 -1.6193 -0.274
H 2.1201 1.7485 -0.5316 0.259
H 3.7351 0.8856 -2.1119 0.277
```

total charge	0
HOMO-LUMO gap	8.649	eV
total energy	-19674.884	eV
HOMO level	-0.367	hartree



Entry from the OMol25 dataset: a 2-piece molecular cluster, C3H9NO2S overall (ωB97M-V with the def2-TZVPD basis set).

The geometry in XYZ format:
```
16
Properties=species:S:1:pos:R:3:mulliken_charge:R:1
C -1.3384 1.1394 0.6843 -0.833
C -0.3146 -0.3366 -0.9325 -0.601
C 1.6014 -1.2301 0.2550 -1.023
N -0.5690 0.8595 -0.4940 -0.184
O 1.7139 1.4339 0.0531 -0.660
O 3.8289 0.0494 0.2983 -0.611
S 2.4515 0.1529 -0.0990 0.887
H -2.0698 0.3401 0.8984 0.340
H -0.6512 0.9672 1.6120 0.275
H -1.6174 2.2257 0.6994 0.277
H 0.2587 -0.5630 -1.7480 0.607
H -0.8998 -1.2687 -0.6752 0.248
H 2.0018 -1.9823 -0.2844 0.392
H 1.3509 -1.3711 1.2309 0.357
H 0.2242 1.4319 -0.4425 0.479
H 2.4625 -0.0977 -1.4309 0.050
```

total charge	0
HOMO-LUMO gap	8.798	eV
total energy	-19672.750	eV
HOMO level	-0.303	hartree



Entry from the OMol25 dataset: a 2-piece molecular cluster, C3H9NO2S overall (ωB97M-V with the def2-TZVPD basis set).

The geometry in XYZ format:
```
16
Properties=species:S:1:pos:R:3:mulliken_charge:R:1
N -0.8133 -0.3103 0.6631 -0.495
C 0.5686 -0.1841 0.2299 0.620
C 0.7530 -0.4687 -1.2452 -0.365
O 1.7914 -0.7797 -1.7563 -0.470
C 1.0615 1.2631 0.4238 -1.238
S 1.2611 1.7018 2.1929 -0.157
H -1.1411 0.5780 1.0299 0.184
H -0.9938 -1.0622 1.3116 0.229
H 1.2125 -0.7733 0.8677 0.309
H -0.1507 -0.2918 -1.8403 0.438
H 0.3396 1.9445 -0.0185 0.484
H 2.0680 1.4148 0.0394 0.351
H 0.0897 2.3193 2.3471 0.113
O -2.3253 -1.9208 -1.6168 -0.670
H -1.3939 -2.1724 -1.7191 0.321
H -2.3272 -1.2582 -0.9092 0.346
```

total charge	0
HOMO-LUMO gap	10.128	eV
total energy	-19676.654	eV
HOMO level	-0.355	hartree



Entry from the OMol25 dataset: a 2-piece molecular cluster, C3H9NO2S overall (ωB97M-V with the def2-TZVPD basis set).

The geometry in XYZ format:
```
16
Properties=species:S:1:pos:R:3:mulliken_charge:R:1
C -1.4090 1.2081 -0.7854 -1.385
C 1.4168 0.0702 -0.7450 -0.362
C -0.7201 0.4454 0.4104 0.402
N 1.6857 -1.9600 0.2824 -0.401
O -0.5756 1.2978 1.5147 -0.510
O 2.2002 -0.5995 0.0789 -0.188
S -1.3639 -1.1380 0.5525 -0.263
H -1.1791 0.6363 -1.6649 0.317
H -1.1523 2.2686 -0.8090 0.299
H -2.4009 1.2728 -0.6145 0.529
H 1.0030 -0.6015 -1.5654 0.380
H 1.9360 1.0454 -0.8382 0.292
H 0.7759 -1.7600 0.6364 0.176
H 2.2973 -2.2503 0.9844 0.291
H 0.1967 0.9652 1.9404 0.317
H -2.7107 -0.9006 0.6224 0.107
```

total charge	0
HOMO-LUMO gap (alpha / beta)	8.174 / 8.177	eV
total energy	-19671.762	eV
HOMO level (alpha / beta)	-0.283 / -0.283	hartree



Entry from the OMol25 dataset: a 2-piece molecular cluster, C3H9NO2S2 overall (ωB97M-V with the def2-TZVPD basis set).

The geometry in XYZ format:
```
17
Properties=species:S:1:pos:R:3:mulliken_charge:R:1
N -0.7024 0.5165 0.9362 -0.553
C -0.1103 -0.0734 -0.2802 0.274
C 1.0470 -1.0176 0.0868 -0.200
O 1.3922 -1.1384 1.2384 -0.505
C 0.6073 1.0990 -1.0214 -0.697
S -0.6566 2.3837 -1.2262 -0.048
S -0.8464 2.9261 -3.1764 -0.202
H -1.6645 0.7497 0.7399 0.240
H -0.6433 -0.0718 1.7568 0.151
H -0.9099 -0.5434 -0.8454 0.250
H 1.4410 -1.7030 -0.6568 0.424
H 1.1015 0.6712 -1.9053 0.392
H 1.4704 1.4866 -0.4281 0.343
H -1.4325 1.7810 -3.5876 0.147
O -0.3025 -2.4860 3.0501 -0.651
H 0.6501 -2.5612 3.0907 0.339
H -0.4410 -2.0190 2.2286 0.295
```

total charge	0
HOMO-LUMO gap	9.467	eV
total energy	-30511.616	eV
HOMO level	-0.337	hartree



Entry from the OMol25 dataset: C3H9NO3 as an isolated structure (ωB97M-V with the def2-TZVPD basis set).

The geometry in XYZ format:
```
16
Properties=species:S:1:pos:R:3:mulliken_charge:R:1
H -1.0098 0.4467 1.6814 0.470
O 0.0120 0.5367 2.4300 -0.662
O -1.8416 0.2107 0.9818 -0.622
H -0.0501 1.2579 3.0606 0.324
H 0.7331 0.5482 1.7303 0.487
C -1.4508 0.0195 -0.2509 0.534
O -2.1218 0.1475 -1.2376 -0.572
C 0.1060 -0.5417 -0.3878 0.125
H 0.0005 -1.4431 0.2175 0.293
N 1.0406 0.3972 0.2818 -0.647
H 1.9805 0.1292 0.0236 0.246
H 0.7784 1.3414 0.0330 0.308
C 0.3751 -0.6719 -1.8570 -1.363
H 1.1974 -1.4037 -1.9476 0.395
H -0.4273 -1.2001 -2.3707 0.366
H 0.6776 0.2254 -2.3883 0.319
```

total charge	0
HOMO-LUMO gap	9.949	eV
total energy	-10889.239	eV
HOMO level	-0.348	hartree



Entry from the OMol25 dataset: C3H9NO3 as an isolated structure (ωB97M-V with the def2-TZVPD basis set).

The geometry in XYZ format:
```
16
Properties=species:S:1:pos:R:3:mulliken_charge:R:1
C 1.0652 -1.4074 -0.3168 -0.860
N -0.1078 -0.8541 0.3561 0.037
C 0.0669 0.4058 1.1324 -0.163
O -0.9509 -1.8373 0.9443 -0.431
O 1.1391 0.9740 1.2515 -0.527
H -0.4362 -2.2129 1.6806 0.342
H -0.8308 0.5786 1.7385 0.512
H 0.7212 -2.1546 -1.0313 0.336
H 1.5673 -0.5972 -0.8470 0.287
H 1.7393 -1.8560 0.4156 0.318
C -0.9795 1.4243 -0.8420 -0.639
O 0.1519 2.0299 -1.4306 -0.508
H 0.8274 2.1043 -0.7337 0.324
H -1.6999 1.1935 -1.6367 0.335
H -1.4792 2.0988 -0.1395 0.248
H -0.7940 0.1102 -0.5413 0.389
```

total charge	0
HOMO-LUMO gap	8.470	eV
total energy	-10884.881	eV
HOMO level	-0.302	hartree



Entry from the OMol25 dataset: a 2-piece molecular cluster, C3H9NO3 overall (ωB97M-V with the def2-TZVPD basis set).

The geometry in XYZ format:
```
16
Properties=species:S:1:pos:R:3:mulliken_charge:R:1
N 2.0337 0.5024 1.7823 -0.407
C 2.3429 -0.0685 0.5647 0.376
O 3.2335 -0.8743 0.4425 -0.573
C 1.5278 0.3841 -0.6233 -0.605
C 0.0692 0.7346 -0.4200 -0.273
O -0.5711 0.9520 -1.6725 -0.508
H 2.0926 -0.0994 2.5860 0.222
H 1.3569 1.2432 1.8285 0.211
H 1.9539 1.3367 -0.9757 0.294
H 1.7106 -0.3050 -1.4350 0.421
H -0.4921 -0.0442 0.0963 0.295
H 0.0242 1.6680 0.1369 0.244
H 0.0882 0.8880 -2.3721 0.303
O -5.2122 -1.8374 -0.2321 -0.636
H -4.5568 -1.7664 0.4651 0.315
H -5.6012 -2.7138 -0.1717 0.321
```

total charge	0
HOMO-LUMO gap	10.698	eV
total energy	-10889.425	eV
HOMO level	-0.371	hartree



Entry from the OMol25 dataset: a 2-piece molecular cluster, C3H9NO3 overall (ωB97M-V with the def2-TZVPD basis set).

The geometry in XYZ format:
```
16
Properties=species:S:1:pos:R:3:mulliken_charge:R:1
C 2.2831 -0.1955 -0.2443 -1.418
C 0.7710 -0.2567 0.1348 0.346
C -0.0616 0.7053 -0.6672 -0.442
N -2.9697 -0.1934 0.4176 -0.263
O 0.5373 -1.6355 -0.0625 -0.556
O -0.5036 1.8680 -0.1216 -0.458
O -2.1605 -0.8106 -0.4736 -0.356
H 2.4347 -0.5158 -1.2254 0.382
H 2.8089 -0.7792 0.4596 0.377
H 2.6191 0.7623 -0.1379 0.426
H 0.7576 -0.1919 1.2802 0.253
H -0.2922 0.4038 -1.6325 0.517
H -3.1017 0.8480 0.1446 0.272
H -2.8370 -0.2851 1.4457 0.247
H -0.3950 -1.7841 0.1118 0.314
H 0.1097 2.0608 0.5709 0.358
```

total charge	0
HOMO-LUMO gap (alpha / beta)	9.985 / 6.858	eV
total energy	-10884.318	eV
HOMO level (alpha / beta)	-0.348 / -0.261	hartree



Entry from the OMol25 dataset: a 2-piece molecular cluster, C3H9NO3 overall (ωB97M-V with the def2-TZVPD basis set).

The geometry in XYZ format:
```
16
Properties=species:S:1:pos:R:3:mulliken_charge:R:1
O -0.0355 1.7267 0.4126 -0.466
C 0.0192 0.8783 -0.4933 0.097
C 0.3112 -0.6314 -0.3064 -0.343
N 1.6952 -1.0472 -0.2676 -0.512
C 1.8563 -2.5671 0.1266 -0.306
O 1.5986 -2.7528 1.5123 -0.501
H -0.0543 1.0342 -1.6333 0.214
H -0.1371 -0.9842 0.6469 0.328
H -0.0169 -1.0155 -1.2338 0.274
H 2.1123 -0.7078 0.5850 0.271
H 2.8954 -2.8265 -0.2103 0.323
H 1.2809 -3.2119 -0.5915 0.328
H 1.5703 -3.6607 1.7203 0.293
O -4.1901 4.9067 0.0096 -0.642
H -5.0343 5.0326 -0.4318 0.318
H -3.8711 5.8266 0.1548 0.324
```

total charge	0
HOMO-LUMO gap	10.344	eV
total energy	-10887.378	eV
HOMO level	-0.352	hartree



Entry from the OMol25 dataset: C3H9NO3 as an isolated structure (ωB97M-V with the def2-TZVPD basis set).

The geometry in XYZ format:
```
16
Properties=species:S:1:pos:R:3:mulliken_charge:R:1
C -1.3443 -0.3336 -0.3494 -0.282
C -0.1299 1.0147 0.2670 -0.007
O -1.5244 -1.0974 0.7997 -0.529
O -2.4443 0.4769 -0.7101 -0.532
O -0.0111 1.0054 1.4786 -0.713
H -1.2453 -0.5409 1.5532 0.365
H -3.2415 0.2020 -0.2381 0.309
H -1.2193 -1.0653 -1.1634 0.393
H -0.4601 1.8734 -0.3297 0.388
C 1.9727 -0.5518 0.1957 -0.750
N 1.1685 0.3843 -0.5938 -0.274
H 1.7184 1.1307 -1.0100 0.289
H 0.2851 -0.1279 -1.0934 0.436
H 2.3261 -0.0587 1.1013 0.311
H 1.3412 -1.3884 0.4897 0.259
H 2.8083 -0.9236 -0.3972 0.336
```

total charge	0
HOMO-LUMO gap	8.909	eV
total energy	-10886.560	eV
HOMO level	-0.302	hartree



Entry from the OMol25 dataset: a 2-piece molecular cluster, C3H9NO3 overall (ωB97M-V with the def2-TZVPD basis set).

The geometry in XYZ format:
```
16
Properties=species:S:1:pos:R:3:mulliken_charge:R:1
N -0.8482 -0.4425 0.3171 -0.603
C 0.0773 0.0027 1.3492 -0.502
C 1.0643 -1.0575 1.7762 -0.358
O 1.9316 -0.4716 2.7289 -0.514
H -1.6045 -0.9553 0.7386 0.238
H -0.4032 -1.0364 -0.3816 0.289
H -0.5173 0.2992 2.2111 0.317
H 0.6334 0.8736 1.0160 0.261
H 0.5511 -1.9308 2.1834 0.288
H 1.6303 -1.3756 0.8918 0.286
H 2.6137 -1.1018 2.9672 0.306
O -0.2012 -0.1262 -2.6294 -0.516
C -0.7561 0.9388 -2.5832 0.169
O -1.2764 1.4988 -1.5136 -0.463
H -0.7913 1.6273 -3.4378 0.342
H -1.1816 0.8785 -0.7208 0.461
```

total charge	0
HOMO-LUMO gap	10.869	eV
total energy	-10889.619	eV
HOMO level	-0.371	hartree